(1)
Here is a molecular structure, C30H55N2O2P2Re in a non-equilibrium geometry from the OMol25 dataset. Energies are from wB97M-V/def2-TZVPD.

Its LUMO energy (spin up / spin down) is -9.29 / -12.89 eV. The calculation puts the HOMO energy (spin up / spin down) at -17.61 / -18.10 eV. For the HOMO-LUMO gap (spin up / spin down), the calculation gives 0.306 / 0.191 Eh. The calculation puts the maximum force at 0.1350 Eh/bohr.

ORCA input file:
```
! RIJCOSX wB97M-V def2-TZVPD def2/J DEFGRID3
* xyz 3 4
Re -0.682 -0.343 0.309
P -2.253 1.340 -0.049
P 1.078 -1.909 -0.156
O -2.074 -1.370 2.856
O -2.050 -1.888 -0.807
N 0.125 0.581 -1.593
N 0.692 0.622 1.206
C -1.525 -0.980 1.887
C 2.730 2.949 1.107
C 2.137 1.166 -2.721
C -4.585 -0.156 -0.565
C -4.139 1.151 0.106
C 0.015 2.094 -3.402
C -1.443 2.687 2.255
C -2.812 4.096 0.674
C 2.093 -0.414 -0.719
C -0.587 1.451 -2.322
C 0.503 -4.340 -1.469
C -2.021 1.686 -1.875
C -4.930 2.282 -0.578
C 2.787 -3.278 -1.933
C 0.684 -2.316 -2.907
C 2.049 -4.260 1.197
C 4.377 1.197 0.633
C -4.475 1.073 1.603
C 1.906 0.661 0.891
C 2.022 -2.732 1.308
C -0.490 3.531 0.075
C 1.313 -2.381 2.628
C 1.470 0.452 -1.726
C -2.562 -3.154 -0.331
C 1.284 -3.023 -1.678
C -1.748 2.996 0.771
C 3.456 -2.199 1.387
C 3.080 1.495 1.392
C 3.238 1.215 2.891
C 1.392 1.970 -3.581
H -0.316 -4.230 -0.746
H -0.360 -2.022 -2.732
H 0.317 -2.838 2.688
H 3.158 -0.616 -0.856
H -0.390 2.404 2.390
H 2.982 -3.185 -3.012
H -0.610 2.711 -4.045
H -4.145 -1.038 -0.089
H 4.040 -2.387 0.477
H -3.116 4.295 -0.363
H 1.153 -5.161 -1.144
H 1.209 -1.298 2.767
H -1.640 3.588 2.859
H -5.559 0.912 1.703
H -3.694 3.893 1.291
H -2.367 5.027 1.059
H 0.305 2.776 0.044
H 2.843 2.061 3.459
H 1.813 3.236 1.631
H -1.921 -3.488 0.492
H 2.688 0.320 3.203
H 5.172 1.846 1.032
H -3.963 0.230 2.088
H 4.290 1.075 3.155
H 1.917 -2.775 3.462
H 3.976 -2.716 2.212
H -0.113 4.397 0.642
H -2.522 -3.876 -1.152
H 4.273 1.419 -0.440
H 3.461 -1.124 1.611
H 0.054 -4.650 -2.424
H -4.497 2.583 -1.540
H -2.058 1.870 2.665
H 3.467 -2.573 -1.442
H -0.691 3.866 -0.951
H 2.594 3.108 0.028
H 1.038 -4.684 1.169
H -2.323 2.720 -2.108
H 1.262 -1.434 -3.203
H 2.545 -4.661 2.096
H -4.359 -0.163 -1.640
H 3.218 1.068 -2.797
H -5.053 3.166 0.054
H -5.678 -0.240 -0.462
H -5.945 1.911 -0.785
H -4.223 1.992 2.146
H 4.713 0.159 0.749
H -2.703 1.020 -2.434
H 0.697 -3.021 -3.752
H -2.540 -1.594 -1.605
H 3.539 3.605 1.446
H 1.889 2.506 -4.381
H 3.085 -4.294 -1.645
H 2.622 -4.612 0.332
H -3.588 -3.037 0.033
*
```

These are the Löwdin partial charges, in e, on atoms 1 to 5: 1.1735 1.0258 1.0930 0.1572 -0.2988



(2)
Here is a molecular structure, C30H56BHfNO2P2SSi3Te4 in a non-equilibrium geometry from the OMol25 dataset. Energies are from wB97M-V/def2-TZVPD.

Its LUMO energy is 3.88 eV. The calculation puts the HOMO energy at -0.36 eV. For the HOMO-LUMO gap, the calculation gives 0.156 Eh. The calculation puts the maximum force at 0.1523 Eh/bohr.

ORCA input file:
```
! RIJCOSX wB97M-V def2-TZVPD def2/J DEFGRID3
* xyz -2 1
Hf 0.786 -1.479 -0.602
Te -1.102 -3.224 0.270
Te -1.179 -5.824 -2.826
Te -2.975 -5.196 0.483
Te 0.193 -3.699 -1.844
S 2.022 -3.234 0.168
P 0.008 -0.539 -3.201
P -2.416 -1.739 -2.885
Si 3.168 0.234 -0.721
Si 1.343 1.323 1.535
Si 2.845 -1.573 1.592
O -1.256 -0.531 1.564
O -2.372 -0.356 -0.463
N 2.338 -1.751 -2.580
C 4.878 -2.273 -3.581
C 4.688 -1.375 -2.545
C 3.408 -1.122 -2.059
C -3.956 1.698 2.734
C -4.314 1.658 5.226
C 1.918 -0.152 0.559
C -2.364 0.234 1.713
C -4.173 1.102 0.378
C 3.083 1.847 -1.740
C -5.843 3.009 3.820
C 0.048 2.439 0.670
C -4.612 1.786 1.513
C 0.123 0.727 -1.887
C -2.815 0.891 2.834
C 1.285 0.223 -4.353
C -2.765 -0.049 -3.567
C -1.399 0.329 -4.138
C 2.522 -2.563 -3.628
C 0.639 1.026 3.279
C 2.672 2.643 1.851
C 1.662 -2.339 2.935
C -3.037 0.339 0.494
C 3.769 -0.493 2.885
C -2.243 -2.561 -4.537
C -4.014 -2.527 -2.432
C 4.537 -2.451 1.138
C 4.922 0.602 -0.139
C 3.758 -2.868 -4.149
C -4.400 2.507 3.950
C -3.477 3.729 4.082
B -1.208 -0.962 0.173
H 0.605 -2.403 2.662
H -0.138 3.288 1.332
H -4.715 2.218 6.073
H 1.620 -2.951 -4.091
H 5.480 -0.227 0.287
H 2.891 3.225 0.953
H 0.349 1.685 -2.354
H -5.498 2.397 1.409
H -3.529 4.343 3.182
H 3.606 2.204 2.198
H 2.137 2.240 -2.091
H -1.225 1.411 -4.126
H 4.813 1.366 0.628
H 4.559 0.102 2.423
H -3.789 -3.595 -2.317
H 5.369 -1.916 1.603
H 0.896 0.537 -1.132
H 3.498 2.587 -1.055
H 5.874 -2.478 -3.954
H -2.441 3.421 4.225
H -2.851 -2.055 -5.289
H 0.440 2.848 -0.264
H -2.561 -3.599 -4.435
H -4.886 0.738 5.105
H 5.516 1.050 -0.937
H -0.923 1.994 0.463
H -2.279 0.780 3.762
H 3.829 -3.537 -4.993
H 5.533 -0.864 -2.108
H 3.756 1.781 -2.598
H -4.761 -2.394 -3.218
H -6.526 2.179 3.640
H 1.446 1.062 4.011
H 0.125 0.080 3.420
H 2.268 0.332 -3.902
H 2.342 3.341 2.622
H -5.944 3.732 3.011
H 1.390 -0.428 -5.225
H -0.839 0.849 -1.401
H -4.389 -2.163 -1.476
H 4.544 -3.470 1.532
H 4.745 -2.527 0.066
H -1.319 -0.009 -5.175
H 3.144 0.181 3.468
H 1.734 -1.742 3.846
H 0.959 1.210 -4.690
H -0.057 1.829 3.532
H -3.774 4.341 4.938
H -4.706 1.164 -0.560
H 4.258 -1.170 3.591
H -6.138 3.506 4.746
H -1.197 -2.572 -4.855
H -3.287 1.391 5.466
H -3.068 0.636 -2.773
H 1.971 -3.357 3.186
H -3.550 -0.055 -4.328
*
```

These are the Löwdin partial charges, in e, on atoms 1 to 5: 0.5054 0.4545 -0.1905 -0.1454 0.1681



(3)
Here is a molecular structure, C30H56Ge2N6O5Ti in a non-equilibrium geometry from the OMol25 dataset. Energies are from wB97M-V/def2-TZVPD.

Its LUMO energy is -10.93 eV. The calculation puts the HOMO energy at -16.59 eV. For the HOMO-LUMO gap, the calculation gives 0.208 Eh. The calculation puts the maximum force at 0.0750 Eh/bohr.

ORCA input file:
```
! RIJCOSX wB97M-V def2-TZVPD def2/J DEFGRID3
* xyz 4 1
Ge -2.506 0.812 1.988
Ge -1.286 -2.387 1.229
Ti -0.539 0.564 0.333
O 0.546 1.371 1.548
O 0.382 -0.920 0.242
O 2.025 -0.971 1.730
O -1.527 0.674 -1.189
O -0.583 2.655 -0.128
N -2.392 1.658 -3.035
N 1.711 0.662 -1.345
N 6.905 -3.546 1.037
N 1.810 2.948 2.528
N 6.276 -1.455 0.243
N 7.751 -1.644 1.998
C -2.357 2.002 4.814
C 6.993 -2.224 1.074
C 4.066 -2.353 -0.581
C -3.667 2.067 0.813
C -2.764 -2.022 2.457
C -6.680 -0.434 5.397
C -0.985 2.975 -1.460
C 2.524 -0.268 -0.533
C -3.373 -0.865 2.755
C -0.457 -4.411 3.154
C -5.059 0.504 3.909
C 2.359 4.275 2.681
C -4.962 2.675 1.340
C -2.561 2.795 -3.918
C 0.143 -3.567 2.035
C 2.265 1.992 3.526
C 0.357 3.499 0.542
C -1.824 -2.676 -0.721
C -1.580 1.818 3.518
C -1.683 1.697 -1.939
C -6.147 -1.695 5.164
C -6.130 0.669 4.760
C 0.950 2.577 1.619
C -4.511 -0.757 3.652
C 2.994 -1.521 -1.304
C 5.514 -1.909 -0.911
C -2.442 -4.062 -0.891
C -5.085 -1.864 4.300
C 1.631 -0.757 0.613
C -3.107 0.450 -3.411
H 0.306 -5.063 3.571
H -3.070 2.468 -4.824
H 1.313 0.136 -2.128
H 5.495 -1.081 -1.623
H 6.362 -4.028 0.344
H 7.890 -0.648 2.031
H 2.065 4.692 3.645
H -0.669 1.245 3.728
H -1.264 -5.040 2.784
H -5.709 1.915 1.551
H -4.607 1.357 3.424
H -2.626 -4.264 -1.945
H -6.559 -2.554 5.669
H -4.702 -2.859 4.144
H 6.056 -2.727 -1.393
H -4.169 0.681 -3.506
H 3.935 -3.391 -0.892
H 2.044 4.954 1.896
H -0.838 -3.785 3.960
H 3.903 -2.312 0.499
H -5.368 3.340 0.577
H -3.889 1.491 -0.094
H 1.148 3.855 -0.138
H -1.782 -4.839 -0.508
H 0.568 -4.189 1.244
H -1.665 3.840 -1.476
H -2.973 -0.326 -2.657
H -2.983 2.883 0.545
H 0.931 -2.924 2.428
H -3.166 3.576 -3.453
H -3.219 2.650 4.680
H -0.112 3.202 -2.093
H 3.380 0.267 -0.109
H 1.770 2.186 4.478
H -1.603 3.223 -4.212
H -1.713 2.453 5.566
H 3.335 2.112 3.678
H 3.449 4.207 2.686
H 2.060 0.970 3.210
H -0.936 -2.563 -1.351
H -7.517 -0.309 6.063
H 2.114 -2.147 -1.481
H 3.383 -1.208 -2.276
H -2.757 0.082 -4.377
H -3.388 -4.134 -0.358
H 6.414 -0.459 0.329
H 2.321 1.359 -1.768
H -6.534 1.653 4.931
H 7.483 -4.115 1.638
H -3.094 -2.959 2.891
H -0.155 4.364 0.992
H 8.309 -2.190 2.636
H -2.706 1.049 5.202
H -1.283 2.798 3.122
H -2.550 -1.898 -0.984
H -4.792 3.268 2.237
*
```

These are the Löwdin partial charges, in e, on atoms 1 to 5: 1.0649 1.1782 0.9258 -0.1395 -0.2143



Question: Look up the maximum force of the third one.
Answer: 0.0750 Eh/bohr